# 1
# C45H45N9

A 9-piece molecular cluster, C45H45N9 overall at a distorted geometry (wB97M-V/def2-TZVPD, the OMol25 dataset).

Structure (ORCA input):
```
! wB97M-V def2-TZVPD RIJCOSX def2/J DEFGRID3
* xyz 0 1
C 3.570 4.001 5.059
C 2.256 4.430 5.192
C 1.246 3.516 4.796
N 1.494 2.225 4.312
C 2.835 1.871 4.251
C 3.866 2.778 4.545
H 4.389 4.640 5.355
H 2.167 5.455 5.522
H 0.218 3.814 4.939
H 3.039 0.875 3.887
H 4.901 2.486 4.448
C -0.177 -2.205 -3.670
C -0.711 -1.236 -4.463
C -2.070 -1.020 -4.600
N -2.915 -1.554 -3.669
C -2.424 -2.409 -2.754
C -1.030 -2.785 -2.704
H 0.878 -2.422 -3.591
H -0.119 -0.798 -5.253
H -2.385 -0.255 -5.294
H -3.116 -2.853 -2.054
H -0.678 -3.449 -1.928
C -0.297 -4.566 4.333
C -0.401 -5.841 3.890
C -0.866 -6.179 2.632
N -1.396 -5.165 1.807
C -1.354 -3.919 2.282
C -0.845 -3.583 3.510
H 0.326 -4.296 5.172
H 0.102 -6.590 4.483
H -0.706 -7.153 2.194
H -1.732 -3.236 1.535
H -0.708 -2.573 3.865
C -3.144 2.237 -3.614
C -2.409 3.442 -3.826
C -1.918 4.110 -2.689
N -2.221 3.758 -1.435
C -2.980 2.672 -1.258
C -3.434 1.849 -2.323
H -3.579 1.638 -4.401
H -2.203 3.834 -4.811
H -1.230 4.936 -2.794
H -3.322 2.344 -0.288
H -3.978 0.920 -2.232
C 3.314 -4.963 1.053
C 4.352 -4.902 1.922
C 4.300 -3.909 2.903
N 3.270 -3.046 3.077
C 2.270 -3.193 2.211
C 2.215 -4.117 1.163
H 3.294 -5.631 0.205
H 5.175 -5.599 1.857
H 5.146 -3.847 3.571
H 1.451 -2.494 2.293
H 1.288 -4.180 0.612
C -5.644 -1.363 -0.237
C -6.852 -1.195 0.462
C -6.815 -0.859 1.822
N -5.633 -0.755 2.507
C -4.473 -1.023 1.819
C -4.390 -1.233 0.414
H -5.780 -1.506 -1.299
H -7.851 -1.354 0.083
H -7.707 -0.757 2.423
H -3.551 -0.851 2.354
H -3.376 -1.228 0.043
C 2.476 2.014 -6.514
C 1.442 2.054 -5.530
C 1.712 1.635 -4.280
N 2.895 1.108 -3.899
C 3.895 0.998 -4.829
C 3.709 1.360 -6.152
H 2.349 2.490 -7.475
H 0.442 2.415 -5.720
H 1.016 1.684 -3.456
H 4.803 0.472 -4.575
H 4.419 1.245 -6.957
C -1.041 0.123 1.016
C -0.916 0.096 -0.374
C 0.349 -0.178 -0.898
N 1.483 -0.312 -0.142
C 1.354 -0.208 1.154
C 0.110 -0.074 1.806
H -1.917 0.402 1.581
H -1.831 0.270 -0.920
H 0.555 -0.129 -1.957
H 2.263 -0.125 1.731
H -0.004 0.077 2.870
C 0.758 3.779 0.413
C 1.063 4.828 1.261
C 2.314 5.404 1.143
N 3.246 4.986 0.227
C 2.821 4.027 -0.634
C 1.598 3.350 -0.579
H -0.073 3.105 0.558
H 0.334 5.028 2.032
H 2.560 6.107 1.925
H 3.625 3.734 -1.293
H 1.246 2.501 -1.147
*
```

Summary:
**HOMO level**: -9.20 eV
**Largest force on an atom**: 3.6 eV/Å
**ΔE to the lowest compared entry with this formula, charge and spin**: 63.9 kcal per mole
**Electronic energy**: -2234.408238 Ha
**SMILES**: c1ccncc1.c1ccncc1.c1ccncc1.c1ccncc1.c1ccncc1.c1ccncc1.c1ccncc1.c1ccncc1.c1ccncc1
**Frontier orbital gap**: 9.798 eV
**Molar mass**: 711.9 g/mol

# 2
# C13H17NO2S2

C13H17NO2S2 in the gas phase at a distorted geometry (wB97M-V/def2-TZVPD, the OMol25 dataset).

Structure (ORCA input):
```
! wB97M-V def2-TZVPD RIJCOSX def2/J DEFGRID3
* xyz 0 1
C -1.681 -7.356 -0.361
C -1.165 -6.194 0.354
C -0.815 -5.145 0.912
C -0.414 -3.806 1.373
N -1.361 -2.898 0.671
C -1.124 -1.524 0.670
C -0.410 -0.861 1.675
C -0.221 0.530 1.644
C -0.701 1.250 0.528
S -0.468 3.043 0.361
O -0.531 3.676 1.662
O -1.463 3.582 -0.585
C 1.215 3.303 -0.257
C 1.374 4.855 -0.602
C 2.726 5.189 -1.276
S 3.007 4.244 -2.808
C -1.388 0.561 -0.524
C -1.595 -0.829 -0.424
H -1.534 -8.236 0.295
H -1.080 -7.487 -1.280
H -2.707 -7.219 -0.626
H 0.596 -3.621 1.031
H -0.511 -3.678 2.460
H -1.772 -3.283 -0.158
H 0.058 -1.417 2.487
H 0.284 1.064 2.478
H 1.386 2.695 -1.148
H 1.959 3.007 0.431
H 1.270 5.466 0.300
H 0.513 5.122 -1.260
H 2.741 6.246 -1.540
H 3.561 5.049 -0.607
H 4.103 4.912 -3.211
H -1.732 1.111 -1.427
H -2.122 -1.353 -1.240
*
```

Summary:
**HOMO level**: -8.54 eV
**Largest force on an atom**: 4.1 eV/Å
**ΔE to the lowest compared entry with this formula, charge and spin**: 70.3 kcal per mole
**Electronic energy**: -1507.075959 Ha
**SMILES**: CC#CCNc1ccc(S(=O)(=O)CCCS)cc1
**Frontier orbital gap**: 9.160 eV
**Molar mass**: 283.4 g/mol

# 3
# C17H13F4

A 2-piece molecular cluster, C17H13F4 overall at a distorted geometry (wB97M-V/def2-TZVPD, the OMol25 dataset).

Structure (ORCA input):
```
! wB97M-V def2-TZVPD RIJCOSX def2/J DEFGRID3
* xyz 1 1
C -0.857 -0.824 2.153
C -0.876 0.681 2.127
C 0.375 -0.053 2.266
C 1.707 -0.034 2.364
H -1.228 -1.310 3.057
H -1.047 -1.360 1.221
H -1.075 1.177 1.175
H -1.263 1.188 3.013
H 2.258 0.907 2.279
H 2.275 -0.964 2.244
F 1.429 -4.674 4.941
C 1.143 -3.368 5.280
C -0.098 -3.099 5.852
C -0.362 -1.759 6.147
F -1.587 -1.447 6.695
C 0.538 -0.743 5.898
C 1.803 -1.029 5.284
C 2.594 0.084 4.880
C 3.976 0.175 4.556
C 4.571 1.480 4.596
C 5.868 1.667 4.160
F 6.406 2.933 4.196
C 6.668 0.627 3.681
C 6.090 -0.639 3.679
F 6.849 -1.695 3.218
C 4.794 -0.899 4.106
C 2.098 -2.395 5.016
H -0.815 -3.884 6.061
H 0.296 0.290 6.148
H 2.120 1.053 5.067
H 3.980 2.316 4.971
H 7.685 0.794 3.341
H 4.414 -1.911 4.060
H 3.044 -2.687 4.579
*
```

Summary:
**HOMO level**: -13.01 eV
**Largest force on an atom**: 1.9 eV/Å
**Electronic energy**: -1054.677497 Ha
**Frontier orbital gap**: 6.333 eV
**Molar mass**: 293.3 g/mol

# 4
# C36H43BCl3HfN6SbSi

C36H43BCl3HfN6SbSi as an isolated structure at a distorted geometry (wB97M-V/def2-TZVPD, the OMol25 dataset).

Structure (ORCA input):
```
! wB97M-V def2-TZVPD RIJCOSX def2/J DEFGRID3
* xyz 2 1
Hf 1.267 0.025 0.524
C -2.133 1.716 1.102
C -0.927 2.577 1.094
C -0.793 3.928 1.274
C 0.545 4.227 1.222
C 1.149 5.622 1.306
N 1.232 3.062 0.999
N 0.349 2.024 0.952
B 2.777 2.784 0.996
N 3.093 1.697 2.033
N 2.270 0.630 2.281
C 2.608 0.151 3.498
C 1.923 -0.982 4.185
C 3.654 0.873 4.038
C 4.006 1.792 3.047
C 5.200 2.751 2.919
N 3.044 2.332 -0.468
N 2.323 1.261 -0.965
C 2.589 1.211 -2.276
C 1.979 0.168 -3.132
C 3.434 2.298 -2.621
C 3.704 2.954 -1.452
C 4.484 4.214 -1.293
H -2.892 2.095 1.759
H -1.890 0.714 1.501
H -2.490 1.593 0.064
H -1.564 4.645 1.404
H 0.410 6.304 0.852
H 2.036 5.618 0.781
H 1.364 5.943 2.321
H 3.392 3.743 1.261
H 0.856 -0.971 3.951
H 2.132 -0.866 5.258
H 2.313 -1.911 3.906
H 4.099 0.813 4.968
H 6.019 2.229 3.406
H 5.034 3.625 3.565
H 5.407 3.027 1.901
H 1.561 0.619 -4.017
H 1.191 -0.328 -2.580
H 2.721 -0.568 -3.425
H 3.854 2.512 -3.580
H 5.030 4.493 -2.177
H 5.215 4.064 -0.474
H 3.742 4.974 -1.049
C -1.808 -1.999 3.052
C -3.049 -1.790 2.280
C -4.272 -1.874 2.985
C -5.490 -1.590 2.383
C -5.529 -1.244 1.065
C -4.362 -1.270 0.330
C -3.130 -1.496 0.897
Sb -1.410 -1.332 -0.425
C -1.147 -3.392 -0.911
C -1.406 -4.261 0.170
C -1.065 -5.603 0.030
C -0.593 -6.081 -1.173
C -0.417 -5.251 -2.245
C -0.702 -3.896 -2.172
C -0.417 -3.037 -3.411
C -2.222 -0.381 -2.106
C -1.704 0.854 -2.329
C -2.102 1.696 -3.376
C -3.037 1.196 -4.219
C -3.547 -0.083 -4.038
C -3.182 -0.901 -2.964
C -3.848 -2.276 -2.885
H -1.299 -2.907 2.745
H -2.008 -2.040 4.155
H -1.127 -1.124 2.922
H -4.191 -2.173 4.040
H -6.377 -1.509 2.990
H -6.489 -1.028 0.593
H -4.469 -1.052 -0.726
H -1.854 -3.818 1.063
H -1.288 -6.303 0.852
H -0.338 -7.150 -1.190
H -0.007 -5.663 -3.150
H -0.419 -2.029 -3.128
H -1.189 -3.205 -4.165
H 0.509 -3.403 -3.865
H -0.899 1.196 -1.722
H -1.656 2.668 -3.469
H -3.402 1.836 -5.013
H -4.275 -0.383 -4.735
H -3.911 -2.796 -3.869
H -4.864 -2.196 -2.477
H -3.300 -2.901 -2.113
Cl 2.645 -3.346 -1.511
Si 3.161 -1.846 -0.202
Cl 1.242 -2.255 1.425
Cl 4.926 -2.247 0.753
*
```

Summary:
**HOMO level**: -13.52 eV
**Largest force on an atom**: 2.7 eV/Å
**ΔE to the lowest compared entry with this formula, charge and spin**: 32.7 kcal per mole
**Electronic energy**: -3709.094395 Ha
**Frontier orbital gap**: 7.039 eV
**Molar mass**: 1005.3 g/mol

# 5
# C18H24Cl2F12O8

A 5-piece molecular cluster, C18H24Cl2F12O8 overall at a distorted geometry (wB97M-V/def2-TZVPD, the OMol25 dataset).

Structure (ORCA input):
```
! wB97M-V def2-TZVPD RIJCOSX def2/J DEFGRID3
* xyz 0 1
C -5.203 -7.146 -4.347
C -5.165 -5.563 -4.350
O -3.996 -5.139 -3.627
C -4.081 -4.310 -2.574
O -5.147 -4.080 -1.999
C -2.729 -3.822 -2.028
F -1.763 -3.990 -2.966
F -2.775 -2.537 -1.633
F -2.500 -4.505 -0.927
H -4.344 -7.508 -4.912
H -6.065 -7.536 -4.887
H -5.007 -7.606 -3.379
H -6.044 -5.162 -3.846
H -5.166 -5.161 -5.364
C 3.252 6.897 2.607
C 3.972 6.797 1.270
O 3.189 6.264 0.134
C 3.146 4.878 -0.021
O 3.932 4.046 0.540
C 2.150 4.382 -1.117
F 2.339 3.115 -1.539
F 0.931 4.472 -0.494
F 2.162 5.187 -2.162
H 2.348 7.484 2.444
H 3.819 7.435 3.367
H 3.039 5.865 2.885
H 4.952 6.322 1.237
H 4.124 7.841 0.995
C -1.248 3.061 3.133
C -0.682 2.427 1.786
O -0.643 1.009 1.815
C -0.825 0.188 0.785
O -1.103 0.625 -0.389
C -0.862 -1.267 1.140
F -0.608 -2.026 0.096
F -0.066 -1.538 2.229
F -2.157 -1.466 1.538
H -0.778 2.594 3.999
H -2.289 2.755 3.234
H -1.159 4.138 3.273
H 0.331 2.791 1.612
H -1.188 2.940 0.968
C 3.918 -7.310 1.986
C 3.828 -5.801 1.901
O 2.575 -5.401 1.234
C 2.506 -5.060 0.014
O 3.434 -4.662 -0.725
C 1.080 -4.706 -0.473
F 0.366 -4.353 0.606
F 1.109 -3.716 -1.353
F 0.527 -5.773 -1.028
H 3.070 -7.751 2.510
H 4.791 -7.513 2.607
H 3.977 -7.683 0.963
H 4.661 -5.299 1.408
H 3.573 -5.423 2.891
Cl -2.351 7.032 1.640
C -1.162 6.682 0.383
C -1.250 7.707 -0.640
Cl 0.126 7.460 -1.721
H -1.311 5.655 0.048
H -0.166 6.578 0.815
H -1.318 8.735 -0.283
H -2.077 7.451 -1.302
*
```

Summary:
**HOMO level**: -10.68 eV
**Largest force on an atom**: 7.4 eV/Å
**ΔE to the lowest compared entry with this formula, charge and spin**: 0.9 kcal per mole
**Electronic energy**: -3420.944643 Ha
**SMILES**: CCOC(=O)C(F)(F)F.CCOC(=O)C(F)(F)F.CCOC(=O)C(F)(F)F.CCOC(=O)C(F)(F)F.ClCCCl
**Frontier orbital gap**: 11.226 eV
**Molar mass**: 667.3 g/mol

# 6
# C3H7INO2S

An isolated ion of composition C3H7INO2S and charge +1 at a distorted geometry (wB97M-V/def2-TZVPD, the OMol25 dataset).

Structure (ORCA input):
```
! wB97M-V def2-TZVPD RIJCOSX def2/J DEFGRID3
* xyz 1 1
C 2.123 -0.809 0.249
N 1.565 0.309 -0.007
C 0.027 0.307 -0.890
C -0.866 1.158 -0.143
S 2.139 1.772 0.799
O 1.115 2.354 1.534
O 3.341 1.363 1.463
I 2.686 2.816 -1.250
H 2.989 -0.719 0.885
H 1.673 -1.791 0.041
H 0.141 0.536 -1.966
H -0.078 -0.808 -0.780
H -0.989 0.770 0.756
H -0.466 2.200 0.056
H -1.768 1.186 -0.607
*
```

Summary:
**HOMO level**: -14.72 eV
**Largest force on an atom**: 4.7 eV/Å
**ΔE to the lowest compared entry with this formula, charge and spin**: 0.0 kcal per mole
**Electronic energy**: -1019.251739 Ha
**SMILES**: C=[N+](CC)S(=O)(=O)I
**Frontier orbital gap**: 9.432 eV
**Molar mass**: 248.1 g/mol

Question: What is the molar mass in the third record?
Answer: 293.3 g/mol

Repeat the second record exactly.
# C13H17NO2S2

C13H17NO2S2 in the gas phase at a distorted geometry (wB97M-V/def2-TZVPD, the OMol25 dataset).

Structure (ORCA input):
```
! wB97M-V def2-TZVPD RIJCOSX def2/J DEFGRID3
* xyz 0 1
C -1.681 -7.356 -0.361
C -1.165 -6.194 0.354
C -0.815 -5.145 0.912
C -0.414 -3.806 1.373
N -1.361 -2.898 0.671
C -1.124 -1.524 0.670
C -0.410 -0.861 1.675
C -0.221 0.530 1.644
C -0.701 1.250 0.528
S -0.468 3.043 0.361
O -0.531 3.676 1.662
O -1.463 3.582 -0.585
C 1.215 3.303 -0.257
C 1.374 4.855 -0.602
C 2.726 5.189 -1.276
S 3.007 4.244 -2.808
C -1.388 0.561 -0.524
C -1.595 -0.829 -0.424
H -1.534 -8.236 0.295
H -1.080 -7.487 -1.280
H -2.707 -7.219 -0.626
H 0.596 -3.621 1.031
H -0.511 -3.678 2.460
H -1.772 -3.283 -0.158
H 0.058 -1.417 2.487
H 0.284 1.064 2.478
H 1.386 2.695 -1.148
H 1.959 3.007 0.431
H 1.270 5.466 0.300
H 0.513 5.122 -1.260
H 2.741 6.246 -1.540
H 3.561 5.049 -0.607
H 4.103 4.912 -3.211
H -1.732 1.111 -1.427
H -2.122 -1.353 -1.240
*
```

Summary:
**HOMO level**: -8.54 eV
**Largest force on an atom**: 4.1 eV/Å
**ΔE to the lowest compared entry with this formula, charge and spin**: 70.3 kcal per mole
**Electronic energy**: -1507.075959 Ha
**SMILES**: CC#CCNc1ccc(S(=O)(=O)CCCS)cc1
**Frontier orbital gap**: 9.160 eV
**Molar mass**: 283.4 g/mol

Question: What is the molar mass in the second record?
Answer: 283.4 g/mol